(1)
# C3H4N2O2

One molecule with the formula C3H4N2O2 in a non-equilibrium geometry (wB97M-V/def2-TZVPD, OMol25).

```
11
Properties=species:S:1:pos:R:3
C -1.10 -0.61 0.69
C 0.16 -0.41 -1.22
C 0.89 1.09 0.43
N -1.67 -1.51 0.02
N 0.01 0.01 0.00
O 0.88 -0.34 -2.17
O -1.22 -1.78 -1.11
H -1.20 -0.51 1.76
H 1.80 0.93 -0.07
H 0.53 2.09 0.13
H 0.92 1.03 1.53
```

The highest occupied orbital energy comes out at -9.21 eV. Its lowest unoccupied orbital energy is 0.56 eV. As for the HOMO-LUMO gap: 9.771 eV. For the molecular weight, the calculation gives 100.08 g mol⁻¹. The calculation puts the total energy at -10247.9888 eV.

Now the Löwdin charges, all in e: -0.1259, -0.2646, 0.0102, -0.0961, -0.0560, 0.1539, -0.0314, 0.1178, 0.0784, 0.1111, 0.1026

---

(2)
# C3H4N2O2

C3H4N2O2 as an isolated structure in a non-equilibrium geometry (wB97M-V/def2-TZVPD, OMol25).

```
11
Properties=species:S:1:pos:R:3
C -0.89 -0.96 -0.20
C -1.29 0.42 0.17
C 1.11 -0.06 -0.07
N 0.35 -1.20 -0.21
N -0.16 1.24 0.37
O 0.79 1.04 -0.84
O 2.31 -0.14 0.49
H -1.37 -1.92 -0.43
H -2.15 0.66 -0.59
H -1.70 0.48 1.12
H 3.00 0.43 0.19
```

The highest occupied orbital energy comes out at -9.22 eV. Its lowest unoccupied orbital energy is 0.38 eV. As for the HOMO-LUMO gap: 9.593 eV. For the molecular weight, the calculation gives 100.08 g mol⁻¹. The calculation puts the total energy at -10246.6248 eV.

Now the Löwdin charges, all in e: -0.0983, -0.2484, -0.4796, 0.1438, 0.0661, -0.0391, 0.1619, 0.1263, 0.1596, 0.0935, 0.1142